[1]
# C26H32ClN2O2

An isolated ion of composition C26H32ClN2O2 and charge +1 (ωB97M-V/def2-TZVPD, the OMol25 dataset).

* charge: +1
* molecular weight: 440.0 g/mol
* energy: -47075.6287 eV
* spin multiplicity: 1

CARTESIAN COORDINATES (ANGSTROEM)
C 1.0318 -3.0419 -1.3945
C 2.0340 -2.9328 -0.2446
C 1.3022 -2.9547 1.0964
C 2.9930 -1.7312 -0.4094
C 4.2927 -1.9685 0.3709
C 5.3001 -0.8446 0.1572
C 4.7174 0.4964 0.5966
C 5.7103 1.6330 0.3769
C 3.4271 0.7514 -0.1818
C 2.4214 -0.3794 0.0271
O 1.2534 -0.0692 -0.7777
C 0.1891 0.4022 -0.1934
O 0.0150 0.6189 0.9773
C -0.9332 0.6378 -1.2343
N -2.0170 1.3615 -0.6351
C -3.1202 0.8388 -0.0755
C -3.4433 -0.5830 -0.0394
C -4.6416 -1.0520 -0.5834
C -4.9328 -2.4007 -0.5638
C -4.0363 -3.2959 0.0119
Cl -4.4013 -4.9720 0.0375
C -2.8482 -2.8359 0.5707
C -2.5528 -1.4888 0.5418
N -3.8858 1.8197 0.4202
C -5.1263 1.6750 1.1342
C -3.2510 3.0244 0.1976
C -3.6043 4.3298 0.5133
C -2.7175 5.3212 0.1457
C -1.5199 5.0294 -0.5125
C -1.1624 3.7353 -0.8330
C -2.0491 2.7312 -0.4687
H 0.4656 -3.9665 -1.3059
H 1.5467 -3.0510 -2.3519
H 0.3294 -2.2124 -1.3921
H 2.6647 -3.8276 -0.2880
H 0.7561 -3.8898 1.1973
H 2.0007 -2.8863 1.9259
H 0.5881 -2.1382 1.1761
H 3.2415 -1.6507 -1.4730
H 4.7305 -2.9141 0.0487
H 4.0689 -2.0503 1.4360
H 6.2064 -1.0564 0.7257
H 5.5737 -0.7916 -0.8987
H 4.4753 0.4420 1.6636
H 6.6217 1.4515 0.9402
H 5.2896 2.5810 0.7037
H 5.9701 1.7154 -0.6760
H 3.6516 0.8293 -1.2480
H 2.9741 1.6922 0.1412
H 2.1136 -0.4082 1.0768
H -0.5299 1.1998 -2.0787
H -1.2866 -0.3334 -1.5914
H -5.3304 -0.3637 -1.0494
H -5.8521 -2.7640 -0.9936
H -2.1631 -3.5311 1.0278
H -1.6507 -1.1249 1.0075
H -5.9571 2.0457 0.5313
H -5.0800 2.2521 2.0580
H -5.2938 0.6274 1.3748
H -4.5264 4.5605 1.0205
H -2.9515 6.3490 0.3726
H -0.8579 5.8391 -0.7747
H -0.2334 3.5199 -1.3346

Forces on the atoms, in the same order (eV/Å):
C 0.166 -0.124 0.159
C -0.157 0.173 -0.131
C 0.250 -0.104 -0.201
C -0.251 -0.076 0.228
C 0.084 0.186 -0.314
C -0.180 -0.024 0.401
C 0.137 0.083 -0.358
C -0.202 -0.169 0.173
C -0.227 -0.182 0.311
C 0.723 -0.055 0.214
O 0.094 -0.125 -0.450
C -0.827 0.269 -0.125
O 0.091 0.005 0.124
C 0.736 -0.351 0.123
N -0.542 -0.062 0.215
C -0.001 -0.029 -0.057
C -0.089 -0.437 0.036
C 0.270 0.114 0.014
C -0.002 -0.179 0.049
C 0.093 0.375 0.007
Cl -0.018 -0.086 0.000
C -0.133 -0.182 -0.077
C -0.155 0.225 -0.020
N 0.554 -0.331 -0.305
C -0.618 -0.047 0.329
C 0.782 0.387 -0.426
C -0.005 -0.119 -0.009
C -0.077 -0.036 0.045
C 0.054 -0.073 -0.046
C -0.041 -0.106 0.029
C -0.543 0.665 0.365
H -0.097 -0.103 -0.038
H -0.006 0.014 -0.156
H -0.098 0.053 -0.030
H -0.002 0.049 -0.001
H -0.072 -0.097 0.060
H -0.002 0.035 0.186
H -0.112 0.156 0.051
H 0.053 0.025 -0.044
H -0.074 -0.078 0.053
H 0.001 -0.079 0.103
H 0.092 0.017 -0.044
H 0.068 0.025 -0.090
H -0.010 -0.033 0.026
H 0.135 0.031 0.039
H 0.004 0.147 0.015
H 0.046 0.025 -0.143
H 0.016 0.028 -0.083
H -0.020 0.048 -0.038
H -0.013 -0.026 -0.147
H -0.126 -0.072 0.027
H 0.055 0.147 -0.023
H -0.105 0.064 -0.054
H -0.085 -0.062 -0.046
H 0.067 -0.094 0.051
H 0.139 0.021 0.056
H 0.053 -0.043 0.012
H 0.043 -0.051 -0.036
H 0.032 0.094 -0.003
H -0.119 0.042 0.065
H -0.036 0.092 0.030
H 0.072 0.065 -0.033
H 0.132 -0.021 -0.066

Results of the natural (NBO) charge analysis, in e, for atoms 1 through 5: -0.594, -0.198, -0.617, -0.228, -0.394

***

[2]
# C26H32F6O3SiSn

C26H32F6O3SiSn as an isolated structure (ωB97M-V/def2-TZVPD, the OMol25 dataset).

* charge: -2
* molecular weight: 653.3 g/mol
* relative energy (zero: lowest compared OMol25 entry of this formula, charge and spin): 9.32 kcal/mol
* spin multiplicity: 1

CARTESIAN COORDINATES (ANGSTROEM)
Sn -0.1158 0.1951 -1.6164
C 0.0403 2.8795 1.5350
O 0.9397 1.8127 1.7884
C 2.2095 2.2699 2.1638
C 3.1604 1.0925 2.2419
O 3.7890 0.8440 0.9991
C 3.3838 -0.3624 0.3828
H 0.0010 3.5583 2.3990
H -0.9403 2.4543 1.3561
H 0.3363 3.4463 0.6468
H 2.1556 2.7730 3.1448
H 2.5957 2.9958 1.4348
H 2.5838 0.2212 2.5698
H 3.9429 1.2908 2.9844
H 3.6620 -1.2302 0.9953
H 3.8944 -0.4184 -0.5767
H 2.3072 -0.3758 0.2018
C -2.6712 -1.5149 0.6265
Si -0.8606 -1.6877 0.1063
C -0.6998 -3.4456 -0.5973
C 0.1057 -1.7483 1.7526
H -2.9939 -2.3474 1.2629
H -3.3171 -1.4691 -0.2529
H -2.8096 -0.5813 1.1794
H -1.0106 -4.2023 0.1317
H 0.3333 -3.6607 -0.8859
H -1.3147 -3.5406 -1.4939
H -0.3513 -2.4578 2.4510
H 0.1200 -0.7614 2.2207
H 1.1432 -2.0569 1.5983
C -1.8140 1.4557 -1.2065
C -2.4002 2.4478 -0.7780
C -3.0675 3.5771 -0.2395
C -4.3225 3.3723 0.4366
C -5.2639 4.3973 0.7122
C -6.4653 4.1418 1.3497
C -6.8174 2.8560 1.7470
C -5.9293 1.8230 1.4489
C -4.7315 2.0669 0.8107
C -2.3945 4.8490 -0.3754
C -2.6233 5.9743 0.4525
C -1.9124 7.1540 0.3094
C -0.9272 7.2946 -0.6596
C -0.6606 6.1904 -1.4702
C -1.3613 5.0112 -1.3328
H -5.0681 5.4047 0.3748
H -7.1481 4.9684 1.5271
H -7.7569 2.6613 2.2516
H -6.1788 0.8010 1.7194
H -4.0747 1.2440 0.5698
H -3.3372 5.9049 1.2606
H -2.1256 7.9768 0.9864
H -0.3738 8.2201 -0.7683
H 0.1159 6.2496 -2.2269
H -1.1180 4.1663 -1.9626
C -2.8150 -0.6029 -4.6673
C -1.3782 -1.0755 -4.3789
O -1.1303 -1.1102 -3.0567
C -0.4113 -0.1331 -5.1457
F -0.6450 -0.1169 -6.4894
F -0.5643 1.1298 -4.7258
F 0.8814 -0.4552 -4.9963
C -1.2173 -2.5138 -4.9373
F -2.0334 -3.3653 -4.2865
F -1.5432 -2.6243 -6.2553
F 0.0259 -3.0048 -4.8162
H -2.9294 0.3667 -4.1852
H -3.4965 -1.3015 -4.1860
H -3.0446 -0.5326 -5.7311

Forces on the atoms, in the same order (eV/Å):
Sn -0.173 0.004 -0.022
C -0.007 0.081 0.071
O 0.025 -0.063 -0.044
C 0.030 0.006 0.063
C -0.069 0.072 -0.025
O 0.147 -0.049 0.070
C -0.075 0.033 -0.042
H -0.012 -0.006 -0.028
H -0.070 -0.033 -0.053
H 0.004 0.005 0.004
H -0.024 0.000 -0.009
H 0.022 -0.006 0.020
H 0.049 -0.023 0.040
H -0.003 0.034 -0.042
H 0.000 -0.009 -0.006
H -0.004 -0.013 -0.006
H 0.002 -0.018 -0.002
C -0.008 0.044 0.052
Si -0.069 -0.023 0.062
C 0.080 0.026 -0.055
C 0.013 0.059 -0.035
H -0.004 -0.008 -0.006
H -0.009 0.006 -0.005
H -0.010 -0.035 -0.027
H -0.034 0.011 0.022
H -0.001 0.002 -0.015
H -0.003 -0.010 -0.029
H -0.038 -0.016 -0.004
H 0.010 0.021 0.027
H 0.022 -0.005 -0.018
C 0.163 0.129 -0.021
C -0.095 -0.243 0.021
C 0.114 0.122 -0.017
C -0.039 0.027 -0.009
C 0.029 -0.012 -0.022
C -0.040 -0.040 0.029
C -0.037 0.025 0.017
C -0.043 -0.020 0.020
C -0.019 0.020 0.000
C -0.072 -0.099 0.014
C -0.032 0.059 0.068
C -0.010 0.023 0.025
C 0.041 0.006 -0.035
C 0.048 0.069 -0.015
C 0.042 -0.014 -0.022
H 0.005 0.008 -0.008
H -0.003 -0.009 -0.001
H 0.007 0.005 -0.004
H 0.008 0.013 -0.004
H 0.064 -0.065 -0.008
H -0.001 -0.012 0.008
H 0.003 -0.004 -0.006
H 0.000 -0.005 -0.005
H -0.001 0.011 0.005
H 0.006 -0.047 -0.040
C 0.056 0.029 0.007
C -0.188 0.121 -0.058
O 0.275 -0.180 0.113
C -0.055 0.008 -0.084
F 0.036 0.010 0.064
F 0.029 -0.037 -0.033
F -0.010 0.022 0.020
C -0.072 -0.113 -0.035
F 0.037 0.077 -0.032
F 0.020 -0.004 0.078
F -0.011 0.024 0.016
H -0.033 0.004 -0.012
H -0.008 -0.002 0.012
H -0.002 0.009 -0.004

Results of the natural (NBO) charge analysis, in e, for atoms 1 through 5: 0.628, -0.256, -0.546, -0.077, -0.084

***

[3]
# C26H32N4O6S

C26H32N4O6S in the gas phase (ωB97M-V/def2-TZVPD, the OMol25 dataset).

* molecular weight: 528.6 g/mol
* relative energy (zero: lowest compared OMol25 entry of this formula, charge and spin): 18.76 kcal/mol
* spin multiplicity: 1

CARTESIAN COORDINATES (ANGSTROEM)
C -2.5873 -2.1376 -3.0186
C -2.5418 -2.2653 -1.5073
O -1.2298 -2.6902 -1.1323
C -0.9324 -2.5881 0.1785
O -1.6814 -2.1175 1.0045
N 0.2822 -3.1213 0.4724
C 1.2626 -3.4239 -0.5467
C 2.1627 -2.2079 -0.7647
C 2.8259 -1.8157 0.5645
N 3.7116 -0.6792 0.4066
C 5.0582 -0.8557 0.2364
O 5.6204 -1.9277 0.2060
C 5.6353 0.5017 0.1126
C 6.9467 0.8988 -0.0755
C 7.2054 2.2578 -0.1697
C 6.1777 3.1863 -0.0811
C 4.8616 2.7855 0.1104
C 4.6071 1.4344 0.2107
C 3.2944 0.7183 0.4069
N 2.3572 1.0330 -0.6359
C 0.9958 1.1762 -0.4938
C 0.4033 1.6087 0.6983
C -0.9625 1.7999 0.7714
C -1.7562 1.5632 -0.3341
S -3.5104 1.8729 -0.2716
O -3.9483 2.2839 -1.5757
O -3.7743 2.7477 0.8394
N -4.1124 0.3236 -0.0167
C -4.0733 -0.1115 1.3682
C -5.2894 0.4010 2.1440
O -6.4960 0.0453 1.4991
C -6.5424 0.5687 0.1908
C -5.3837 0.0321 -0.6521
C -1.1911 1.1424 -1.5242
C 0.1711 0.9484 -1.6050
C 1.7670 -1.5845 1.6443
C 0.8684 -2.8181 1.7603
H -3.5683 -1.7841 -3.3214
H -2.3931 -3.0992 -3.4869
H -1.8356 -1.4293 -3.3560
H -2.7635 -1.3100 -1.0192
H -3.2634 -3.0116 -1.1546
H 0.7490 -3.6967 -1.4672
H 1.8560 -4.2760 -0.2015
H 2.9336 -2.4350 -1.5024
H 1.5439 -1.3895 -1.1342
H 3.4825 -2.6411 0.8719
H 7.7332 0.1641 -0.1451
H 8.2187 2.6002 -0.3159
H 6.4044 4.2388 -0.1617
H 4.0626 3.5081 0.1765
H 2.8481 0.9790 1.3730
H 2.6676 0.7565 -1.5567
H 1.0089 1.8274 1.5642
H -1.4224 2.1628 1.6768
H -3.1510 0.2623 1.8098
H -4.0409 -1.2042 1.3749
H -5.3324 -0.0509 3.1363
H -5.2216 1.4940 2.2337
H -7.5045 0.2652 -0.2260
H -6.4805 1.6674 0.2198
H -5.3716 0.5040 -1.6340
H -5.4652 -1.0546 -0.7564
H -1.8334 0.9931 -2.3770
H 0.6185 0.6333 -2.5376
H 2.2465 -1.3815 2.6031
H 1.1346 -0.7359 1.3774
H 0.0567 -2.6336 2.4649
H 1.4462 -3.6867 2.0882

Forces on the atoms, in the same order (eV/Å):
C 0.186 -0.166 0.448
C -0.404 0.287 -0.036
O 0.298 -0.086 -0.052
C -0.085 -0.220 -0.086
O -0.277 0.253 0.165
N 0.026 -0.202 -0.041
C 0.089 0.130 -0.434
C 0.090 -0.300 0.205
C -0.162 -0.055 -0.082
N -0.078 0.057 0.110
C -0.075 -0.093 0.051
O 0.251 -0.151 -0.050
C -0.075 0.607 0.008
C -0.132 -0.116 0.017
C 0.111 -0.069 -0.011
C -0.111 0.079 0.020
C -0.030 -0.033 0.010
C 0.423 -0.406 0.039
C -0.091 -0.029 0.137
N 0.112 0.082 -0.234
C -0.298 0.163 0.068
C 0.079 -0.035 -0.035
C -0.059 0.008 0.034
C -0.654 0.202 0.151
S 0.378 -0.330 -0.101
O 0.018 -0.224 -0.133
O 0.189 -0.213 0.109
N 0.402 0.952 -0.290
C -0.146 -0.049 0.604
C 0.277 0.071 0.105
O -0.099 -0.178 0.024
C 0.040 -0.091 -0.295
C -0.560 0.244 -0.184
C 0.030 -0.027 -0.044
C -0.012 -0.005 0.053
C 0.144 -0.265 -0.066
C -0.164 0.304 0.261
H -0.120 0.039 -0.070
H -0.010 -0.063 -0.118
H 0.065 0.107 -0.084
H 0.025 -0.234 -0.087
H 0.065 0.110 0.002
H 0.134 -0.074 0.111
H -0.026 -0.010 -0.052
H 0.044 0.040 -0.039
H -0.008 0.025 -0.052
H -0.126 0.105 -0.036
H 0.096 -0.083 -0.014
H 0.083 0.031 -0.015
H 0.027 0.090 -0.007
H -0.089 0.105 -0.015
H 0.032 -0.019 -0.164
H -0.012 0.018 0.065
H 0.037 0.034 0.066
H 0.006 0.062 0.143
H 0.045 -0.180 0.180
H 0.072 0.099 -0.014
H 0.083 0.055 -0.035
H -0.054 -0.160 0.074
H 0.065 0.088 -0.045
H -0.082 -0.069 -0.018
H -0.169 -0.169 -0.041
H 0.040 0.044 0.004
H -0.006 -0.051 -0.201
H 0.029 -0.046 -0.098
H 0.020 0.068 0.047
H -0.022 0.027 0.068
H 0.154 -0.098 -0.023
H -0.026 0.013 0.022

Results of the natural (NBO) charge analysis, in e, for atoms 1 through 5: -0.625, -0.069, -0.535, 0.902, -0.671